(1)
A 12-piece molecular cluster, C4H32N2O13 overall. Source: the Open Molecules 2025 dataset; level of theory: ωB97M-V with the def2-TZVPD basis set.

```
51
Properties=species:S:1:pos:R:3:forces:R:3
C 0.7826 -1.0301 -1.1313 0.52 0.10 -0.21
C 0.1742 -0.2501 0.0302 0.38 -2.10 1.02
N -0.9853 -0.8000 0.8082 0.39 1.04 -1.03
C -2.2612 -0.6654 0.1284 0.38 -1.35 0.51
O -2.3608 -1.4700 -1.0252 -0.24 -0.12 -1.17
C 1.3879 -0.2369 0.9895 0.95 2.84 1.88
N 1.1781 0.4921 2.1343 -0.84 -0.30 -0.86
O 2.5332 -0.5863 0.7529 -0.08 -0.99 -0.84
H 0.1225 -1.3236 -1.9209 -0.56 -0.10 -0.32
H 1.5372 -0.3461 -1.5467 -0.21 -0.18 -0.17
H 1.3838 -1.8978 -0.7846 -1.14 0.73 -0.18
H -0.1165 0.7616 -0.2183 0.22 0.32 -0.19
H -0.8309 -1.7775 1.0369 -0.06 0.24 0.05
H -3.0248 -0.9653 0.8614 -0.01 0.10 -0.14
H -2.4729 0.3496 -0.2151 0.30 0.08 0.18
H -1.9604 -2.3580 -0.9750 -0.30 0.63 0.73
H 0.2213 0.4797 2.4464 0.05 0.24 0.39
H 1.9061 0.6272 2.8210 -0.02 -0.36 -0.26
O 1.5796 -4.1355 -0.4971 0.43 -0.58 0.26
H 2.3697 -3.5895 -0.5989 -0.20 0.33 -0.30
H 1.9202 -4.9626 -0.8501 -0.35 -0.32 -0.06
O 2.6987 2.9823 -3.4360 1.10 -0.32 0.09
H 2.9535 2.9744 -2.5117 -0.13 0.16 0.08
H 1.8133 3.3257 -3.5097 -0.78 -0.02 -0.18
O -0.2714 -2.8393 2.8807 -0.32 -0.41 0.18
H 0.6670 -2.9047 2.6794 0.02 -0.10 -0.10
H -0.7291 -3.4156 2.2352 0.50 0.34 0.12
O -0.9073 -3.9184 0.4192 -0.87 0.71 0.07
H -0.1235 -3.7667 -0.1396 0.30 -0.71 0.26
H -0.9864 -4.8427 0.6535 0.28 -0.31 -0.40
O 3.3237 -2.5516 -1.8063 0.07 1.72 -0.48
H 3.0876 -1.8242 -2.4349 0.24 -1.26 0.10
H 3.2874 -1.9887 -1.0163 0.46 -0.06 0.45
O -0.2769 4.0057 1.6645 -0.32 -1.02 0.74
H 0.4719 3.3966 1.6991 0.45 0.28 -0.35
H -0.8604 3.4681 2.2621 -0.02 0.62 -0.39
O -1.8634 3.4251 -0.5221 -0.11 -0.13 0.08
H -1.1918 3.6679 0.1446 0.25 0.00 0.06
H -2.6429 3.8905 -0.2108 -0.23 0.05 -0.12
O -1.8304 1.9795 2.8225 0.05 -0.59 0.28
H -1.5689 1.2192 3.3818 0.00 0.42 0.03
H -2.1532 1.5418 2.0287 -0.06 0.09 -0.21
O 0.1581 2.8369 -4.5655 -0.21 0.03 0.85
H -0.3903 2.4645 -3.8228 0.54 0.40 -1.02
H -0.3265 3.6622 -4.6817 0.07 0.01 -0.34
O -1.9793 2.4583 -3.1729 -0.17 -1.61 1.11
H -1.9776 2.7312 -2.2383 -0.02 0.71 0.10
H -1.9039 1.4885 -3.0225 -0.36 0.61 -0.64
O -0.5955 -0.4069 4.0764 -0.63 -0.79 -0.06
H -0.8366 -1.2420 3.6017 0.23 0.69 0.15
H 0.0816 -0.7345 4.6736 0.06 0.24 0.26
```
Positions in Å, forces in eV/Å.

Computed properties:
HOMO-LUMO gap   9.70 eV
Lowest unoccupied orbital energy   -0.08 eV
Energy   -1259.2509 Eh
Energy relative to the best compared isomer or geometry (same formula, charge and spin)   2.744 eV
HOMO   -9.78 eV
F_max   0.0688 hartree/bohr
Molecular weight   316.301 Da



(2)
A 3-piece molecular cluster, CH10N2O2 overall. Source: the Open Molecules 2025 dataset; level of theory: ωB97M-V with the def2-TZVPD basis set.

```
15
Properties=species:S:1:pos:R:3:forces:R:3
N -0.0650 2.9297 -2.2286 -0.72 0.30 0.12
C -0.3013 2.3761 -0.8661 0.01 1.37 -0.15
N -0.4679 0.9434 -0.8689 0.60 0.43 0.34
H -0.8402 2.6355 -2.8224 0.13 -0.30 -0.01
H -0.2361 3.9417 -2.2088 0.47 -0.25 0.19
H -1.1621 2.8598 -0.3720 -0.03 -0.35 -0.25
H 0.5623 2.7096 -0.2686 -0.15 -0.61 -0.06
H 0.4344 0.5302 -1.0660 0.01 -0.23 -0.13
H -1.0806 0.6859 -1.6265 -0.27 -0.22 -0.04
O -0.7074 -0.1310 1.9030 -0.09 0.08 0.13
H 0.1628 -0.1118 2.3086 0.01 0.05 -0.04
H -0.6608 0.4394 1.1176 0.03 -0.28 -0.12
O 1.7091 -6.5666 2.6345 -0.44 -0.05 -0.20
H 1.9133 -6.6429 1.6941 0.00 0.02 0.17
H 0.7395 -6.5989 2.6700 0.44 0.03 0.03
```
Positions in Å, forces in eV/Å.

Computed properties:
HOMO-LUMO gap   10.76 eV
Lowest unoccupied orbital energy   0.87 eV
Energy   -304.0698 Eh
Energy relative to the best compared isomer or geometry (same formula, charge and spin)   0.354 eV
HOMO   -9.89 eV
F_max   0.0269 hartree/bohr
Molecular weight   82.103 Da



(3)
C44H37NO3P2Pd as an isolated structure. Source: the Open Molecules 2025 dataset; level of theory: ωB97M-V with the def2-TZVPD basis set.

```
88
Properties=species:S:1:pos:R:3:forces:R:3
Pd -1.4359 0.3580 1.1629 -0.51 0.10 0.11
C -0.8169 -2.3886 2.9143 0.09 0.02 -0.10
P -1.4257 -1.9476 1.2039 0.35 0.36 0.17
C -0.1059 -2.3450 0.0037 -0.09 -0.11 0.04
C -0.6734 -2.3337 -1.3588 0.02 0.02 -0.16
C -0.0006 -2.3363 -2.5123 -0.09 -0.08 0.07
C 1.4680 -2.5857 -2.6573 -0.01 -0.09 0.00
C 2.3317 -2.6400 -0.6780 0.04 0.06 -0.11
C 1.2038 -2.3543 0.2852 0.04 0.02 0.07
C -2.5355 -3.3972 0.9387 0.03 0.06 -0.09
C -2.0905 -4.6079 0.4143 -0.04 -0.09 0.01
C -2.9617 -5.6795 0.2665 0.01 0.01 -0.01
C -4.2916 -5.5556 0.6458 0.00 -0.01 -0.01
C -4.7468 -4.3509 1.1663 0.01 0.00 0.00
C -3.8760 -3.2790 1.3008 -0.03 -0.02 0.02
C -0.6021 -1.1523 3.7479 -0.02 -0.06 0.02
C -0.3762 -0.9990 5.1097 0.03 -0.01 0.00
C -0.3138 0.4025 5.3425 0.02 0.00 0.03
C -0.5022 1.0083 4.1080 -0.06 0.09 -0.01
C -0.5955 2.4532 3.7110 -0.05 -0.11 0.00
P -2.1208 2.7656 2.6698 0.09 0.21 0.03
C -1.5658 2.4979 0.9529 0.05 -0.19 0.04
C -2.4966 1.9252 0.0243 0.15 -0.14 -0.08
C -2.2255 2.0057 -1.3760 0.03 0.04 0.00
C -1.0723 2.5655 -1.8466 -0.12 0.01 0.02
C -0.1209 3.0918 -0.9312 -0.01 -0.03 0.03
C -0.3594 3.0606 0.4066 0.06 -0.03 0.10
C -2.1447 4.6241 2.7676 0.00 -0.04 0.05
C -2.1401 5.4486 1.6420 -0.01 0.01 -0.01
C -2.2666 6.8274 1.7602 -0.01 0.01 0.02
C -2.4044 7.4182 3.0080 0.00 0.01 -0.02
C -2.4241 6.6114 4.1391 0.01 -0.02 0.02
C -2.3035 5.2356 4.0151 0.01 0.05 -0.02
N -0.6775 0.0642 3.1587 0.13 -0.04 -0.26
H 0.0878 -2.9992 2.8056 0.01 0.02 0.00
H -1.5719 -3.0408 3.3618 -0.03 0.02 -0.01
H -1.7532 -2.2209 -1.4116 0.04 0.05 -0.02
H -0.5739 -2.2382 -3.4301 0.00 0.01 -0.01
H 1.7286 -2.7414 -3.7046 -0.01 -0.01 -0.01
H 3.2572 -2.8230 -0.1341 -0.01 0.02 -0.03
H 1.5186 -2.1479 1.3030 -0.06 -0.03 0.04
H -1.0522 -4.7072 0.1170 -0.03 -0.02 0.03
H -2.5979 -6.6130 -0.1473 -0.01 -0.01 0.00
H -4.9720 -6.3913 0.5303 0.00 0.00 0.00
H -5.7850 -4.2425 1.4581 0.00 0.00 0.00
H -4.2339 -2.3305 1.6871 0.02 0.01 0.00
H -0.2600 -1.7899 5.8387 -0.01 0.01 0.00
H -0.1451 0.9028 6.2870 -0.01 0.00 0.00
H 0.2964 2.7814 3.1667 -0.03 -0.02 -0.01
H -0.6822 3.0818 4.5992 -0.01 0.00 0.02
H -3.5093 1.7159 0.3513 -0.02 0.01 -0.05
H -2.9621 1.6074 -2.0664 0.00 -0.01 -0.01
H -0.8697 2.6032 -2.9110 0.00 -0.02 -0.02
H 0.8175 3.4857 -1.3020 0.01 -0.01 0.01
H 0.3889 3.4488 1.0882 -0.01 0.00 -0.02
H -2.0239 5.0087 0.6591 0.00 -0.02 0.00
H -2.2493 7.4427 0.8675 0.00 0.00 0.00
H -2.4968 8.4942 3.0999 0.00 0.00 0.00
H -2.5367 7.0555 5.1220 0.00 0.00 0.00
H -2.3403 4.6198 4.9074 0.00 -0.01 0.01
O 0.9996 0.1780 -1.1101 0.03 -0.09 -0.05
C 2.2877 -0.1407 -1.5980 -0.02 0.20 0.00
C 3.3349 0.2727 -0.4658 -0.14 -0.69 0.33
O 4.5021 -0.1476 -0.6737 0.02 0.15 -0.21
O 2.8906 0.8879 0.5023 0.00 0.28 -0.13
C 2.4890 -1.6550 -1.8892 0.11 0.02 0.07
C 3.8198 -1.8260 -2.5951 0.08 -0.04 0.09
C 4.4730 -2.9377 -2.9600 0.01 0.12 0.00
C 4.0806 -4.3186 -2.7232 -0.07 -0.06 0.03
C 2.9296 -4.6888 -2.1602 0.10 -0.02 -0.05
C 1.8834 -3.7418 -1.6866 -0.09 0.06 -0.04
C 2.5093 0.7125 -2.8475 -0.04 0.03 0.01
C 3.3078 1.8529 -2.8192 -0.01 -0.03 -0.02
C 3.4084 2.6745 -3.9338 0.01 0.02 0.02
C 2.7173 2.3728 -5.0994 0.01 0.00 -0.01
C 1.9201 1.2377 -5.1404 -0.01 0.01 -0.01
C 1.8191 0.4204 -4.0235 0.01 0.06 0.01
H 0.3508 0.0970 -1.8206 0.05 0.00 0.07
H 4.2940 -0.8950 -2.8619 0.03 0.01 0.00
H 5.4149 -2.7944 -3.4801 0.00 0.00 0.00
H 4.7788 -5.0887 -3.0380 0.00 0.00 0.01
H 2.7304 -5.7473 -2.0232 0.00 0.00 0.01
H 1.0214 -4.3036 -1.3285 -0.01 0.00 -0.01
H 3.8516 2.0876 -1.9131 0.00 0.01 -0.01
H 4.0305 3.5613 -3.8880 0.00 0.00 0.00
H 2.7962 3.0191 -5.9661 0.00 0.00 0.00
H 1.3695 0.9903 -6.0411 0.00 0.00 0.00
H 1.1794 -0.4526 -4.0644 -0.01 -0.04 -0.01
```
Positions in Å, forces in eV/Å.

Computed properties:
HOMO-LUMO gap   5.35 eV
Lowest unoccupied orbital energy   4.26 eV
Energy   -2789.9291 Eh
Net charge   -2
Energy relative to the best compared isomer or geometry (same formula, charge and spin)   2.552 eV
HOMO   -1.10 eV
F_max   0.0150 hartree/bohr
Molecular weight   796.152 Da



Q: Which of these has the highest HOMO?
A: C44H37NO3P2Pd



Q: The highest HOMO-LUMO gap belongs to which entry?
A: CH10N2O2